1.
{
  "formula": "C25H73CoO23",
  "method": "ωB97M-V with the def2-TZVPD basis set",
  "energy_ha": -4109.27739,
  "homo_lumo_gap_ev": [9.50, 9.52],
  "s_squared": 3.76,
  "e_above_lowest_kcal_mol": 0.0,
  "spin_multiplicity": 4,
  "mol_weight_g_mol": 800.77,
  "total_charge": 1,
  "symbols": ["Co", "C", "C", "C", "O", "H", "H", "H", "H", "H", "H", "H", "C", "C", "O", "O", "H", "H", "H", "H", "H", "H", "C", "C", "O", "O", "H", "H", "H", "H", "H", "H", "C", "C", "O", "O", "H", "H", "H", "H", "H", "H", "C", "C", "O", "O", "H", "H", "H", "H", "H", "H", "C", "C", "O", "O", "H", "H", "H", "H", "H", "H", "C", "C", "O", "O", "H", "H", "H", "H", "H", "H", "C", "C", "O", "O", "H", "H", "H", "H", "H", "H", "C", "C", "O", "O", "H", "H", "H", "H", "H", "H", "C", "C", "O", "O", "H", "H", "H", "H", "H", "H", "C", "C", "O", "O", "H", "H", "H", "H", "H", "H", "C", "C", "O", "O", "H", "H", "H", "H", "H", "H"],
  "coordinates": [[1.08663, -2.19277, -2.20265], [0.13050, -0.76639, 0.91516], [0.00320, -2.26174, 0.58230], [-1.10275, -2.97021, 1.41297], [-0.21033, -2.24078, -0.79288], [-0.65656, -0.29616, 0.32330], [1.09044, -0.35180, 0.53429], [-0.18518, -0.58526, 1.96717], [0.95714, -2.80871, 0.80719], [-1.30067, -4.01408, 0.91552], [-2.02922, -2.46960, 1.47621], [-0.70661, -3.04249, 2.40964], [2.77515, -1.13837, 3.52369], [4.07018, -0.48472, 3.00281], [3.64875, 0.77082, 2.43540], [2.07885, -0.20716, 4.32056], [2.87157, -2.10457, 4.06353], [2.23793, -1.33520, 2.61978], [4.50403, -1.11699, 2.23945], [4.71707, -0.23760, 3.82343], [2.94826, 1.07563, 3.05388], [1.10351, -0.21657, 4.24073], [2.71498, 2.30275, -5.10568], [3.35684, 3.56239, -4.51519], [3.55894, 4.55108, -5.48634], [2.17372, 1.40120, -4.09235], [3.40217, 1.70565, -5.70782], [1.96288, 2.68309, -5.79819], [4.28950, 3.30729, -3.99130], [2.70673, 3.90266, -3.64612], [4.50620, 4.72810, -5.50812], [1.72201, 1.94361, -3.42953], [-1.34595, 3.18386, -3.27080], [-0.75043, 2.05948, -2.41711], [0.58840, 2.43678, -2.10886], [-0.48928, 3.25872, -4.40679], [-1.38818, 4.15677, -2.77130], [-2.32706, 2.97508, -3.66603], [-0.61813, 1.10139, -2.93134], [-1.26108, 1.84224, -1.44364], [0.69249, 2.51855, -1.10711], [-0.06234, 4.10036, -4.42895], [4.00765, -1.54288, -1.42225], [3.85229, -3.01573, -1.18857], [2.73682, -3.42418, -2.00043], [2.69339, -0.88525, -1.48043], [4.44006, -1.37600, -2.41729], [4.61400, -1.02304, -0.68388], [3.63929, -3.30182, -0.14440], [4.77428, -3.60283, -1.48830], [2.85686, -4.35362, -2.21892], [2.73213, -0.00947, -1.01932], [-5.09409, -3.70713, 2.05518], [-5.02155, -2.17698, 1.81688], [-5.94951, -1.34949, 2.54498], [-4.89215, -4.02076, 3.40312], [-4.24939, -4.06266, 1.42824], [-6.02593, -4.24267, 1.72645], [-4.97163, -1.99434, 0.76525], [-4.05154, -1.88974, 2.15070], [-6.75563, -1.15148, 2.04134], [-5.25514, -4.87386, 3.65186], [-3.50217, -1.37396, -1.87765], [-3.49033, -2.92152, -1.87534], [-2.23933, -3.47444, -2.12915], [-2.71933, -0.90871, -0.73902], [-4.44610, -0.94609, -1.73390], [-3.13158, -1.11144, -2.89878], [-4.12542, -3.23562, -2.72311], [-3.85289, -3.28115, -0.90536], [-1.65642, -3.13639, -1.44706], [-1.80173, -1.26750, -0.81090], [3.68330, 2.39737, -0.10991], [4.18701, 2.42506, -1.56237], [5.33366, 1.60956, -1.55790], [2.98846, 1.16633, 0.03192], [2.98902, 3.24095, -0.02978], [4.49450, 2.41671, 0.61397], [4.46738, 3.41481, -1.90965], [3.33447, 2.08088, -2.23251], [5.72295, 1.73894, -2.41737], [3.07298, 0.82898, 0.94881], [0.75900, 4.56494, 2.42959], [0.07186, 4.76965, 1.08999], [0.09396, 3.51501, 0.48533], [-0.10327, 3.78500, 3.25823], [1.01505, 5.54919, 2.87458], [1.68398, 4.01674, 2.21219], [0.53408, 5.47333, 0.39990], [-0.97804, 5.05169, 1.25353], [-0.54478, 3.03463, 0.95079], [0.31782, 3.93666, 4.12061], [-3.18622, 1.75754, 1.71760], [-3.80034, 1.72981, 3.08955], [-3.06774, 0.77391, 3.91093], [-1.78516, 2.04160, 1.86569], [-3.67952, 2.49527, 1.01785], [-3.26817, 0.77380, 1.19431], [-4.85478, 1.45518, 3.10803], [-3.68697, 2.71717, 3.53214], [-3.70378, 0.17424, 4.30420], [-1.38821, 2.44964, 2.62487], [0.95246, -1.83162, -5.10732], [-0.33951, -2.61498, -4.91570], [-0.07664, -3.40030, -3.70110], [1.36485, -1.17046, -3.89591], [0.91790, -1.06037, -5.93655], [1.77695, -2.46195, -5.36395], [-0.60685, -3.23779, -5.81136], [-1.20205, -1.95979, -4.74549], [-1.01645, -3.63010, -3.37080], [1.70274, -0.22458, -4.00507], [-1.26963, -0.92136, 5.58930], [-2.09376, -2.15928, 5.71537], [-3.19367, -1.96210, 4.82493], [-0.81177, -0.63782, 4.24844], [-0.36657, -0.98790, 6.15443], [-1.76521, -0.06332, 6.13733], [-2.47340, -2.35608, 6.72807], [-1.50010, -3.01375, 5.38057], [-3.80490, -2.70747, 4.81706], [-1.47607, -0.04915, 3.82378]]
}

***

2.
{
  "formula": "C27H55FN3O11S3",
  "method": "ωB97M-V with the def2-TZVPD basis set",
  "energy_ha": -3347.33363,
  "homo_lumo_gap_ev": 7.98,
  "e_above_lowest_kcal_mol": 31.1,
  "mol_weight_g_mol": 712.95,
  "total_charge": 1,
  "symbols": ["C", "C", "O", "N", "H", "H", "C", "H", "H", "H", "H", "H", "H", "C", "C", "O", "N", "H", "H", "C", "H", "H", "H", "H", "H", "H", "C", "C", "O", "N", "H", "H", "C", "H", "H", "H", "H", "H", "H", "O", "H", "O", "H", "F", "C", "C", "C", "C", "C", "C", "H", "H", "H", "H", "H", "C", "C", "C", "S", "O", "O", "C", "H", "H", "H", "H", "H", "H", "H", "H", "C", "C", "C", "S", "O", "O", "C", "H", "H", "H", "H", "H", "H", "H", "H", "C", "C", "C", "S", "O", "O", "C", "H", "H", "H", "H", "H", "H", "H", "H"],
  "coordinates": [[-1.59942, -4.36904, 0.97740], [-0.32342, -4.79504, 1.70040], [-0.11542, -5.97604, 2.01940], [0.65758, -3.68704, 2.11340], [1.13458, -3.46804, 1.06240], [-0.07142, -2.97904, 2.21040], [1.69658, -4.10304, 3.16740], [-1.54242, -3.57704, 0.52440], [-2.40242, -4.52004, 1.61940], [-1.79742, -5.08104, 0.22340], [1.08758, -4.79904, 3.75440], [2.15758, -3.44704, 3.72440], [2.40958, -4.84004, 2.62840], [-3.10942, 1.05596, 2.86340], [-3.16642, 0.03496, 3.92640], [-3.42742, 0.37396, 5.13440], [-3.14442, -1.39204, 3.49440], [-3.49242, -1.42004, 2.45540], [-2.12542, -1.51804, 3.13640], [-3.39442, -2.45904, 4.57040], [-1.80142, 1.33096, 2.72640], [-3.55142, 2.01096, 3.31840], [-3.58942, 0.78596, 1.94240], [-4.53242, -2.71304, 4.50940], [-3.10642, -2.22804, 5.61640], [-3.04342, -3.41604, 4.26640], [2.61658, -0.09804, 0.56540], [1.06958, 0.22596, 0.59840], [0.54058, 1.31396, 1.00740], [0.15558, -0.98104, 0.29240], [0.69358, -1.74204, -0.14460], [-0.08742, -1.27304, 1.22540], [-1.01042, -0.54404, -0.56460], [2.87458, -0.40104, -0.16560], [3.03158, -0.72504, 1.18540], [3.05758, 0.88896, 0.43640], [-1.38042, -1.46504, -1.23960], [-0.74142, 0.30196, -1.34460], [-1.78542, -0.08804, 0.06040], [-0.77042, -1.72504, 2.57040], [-0.24642, -0.89904, 2.98940], [1.49458, -3.09704, -0.16060], [1.75158, -3.78704, -0.72860], [5.15158, 4.73996, 0.79340], [4.74358, 3.88696, 1.61140], [5.36258, 2.61496, 1.63840], [4.87458, 1.58496, 2.48640], [3.77958, 1.83296, 3.34440], [3.10258, 3.04396, 3.19240], [3.56858, 4.05696, 2.44240], [6.14958, 2.42996, 0.94840], [5.46758, 0.66696, 2.57740], [3.52058, 1.08296, 4.01640], [2.30958, 3.13396, 3.94440], [3.09558, 4.93296, 2.62840], [-0.12842, 4.88296, 1.78240], [-0.13542, 4.74196, 0.29640], [-1.20942, 3.96596, -0.07460], [-2.58742, 4.79496, 0.79040], [-3.63842, 3.93396, 1.08440], [-2.74042, 6.12896, 0.32840], [-1.60242, 4.87896, 2.25440], [0.33358, 5.87796, 2.27440], [0.70958, 4.23196, 2.23540], [0.75158, 4.14096, 0.01940], [-0.02542, 5.65596, -0.16560], [-1.24242, 2.95196, 0.34140], [-1.46242, 3.99196, -1.07460], [-1.80342, 3.90496, 2.85240], [-1.61642, 5.64196, 2.96140], [2.24858, -2.79204, -3.79360], [3.36658, -2.69104, -2.83160], [4.60058, -2.45604, -3.47260], [4.35158, -1.82304, -5.11360], [5.05358, -2.59104, -6.06260], [4.43958, -0.41704, -4.96160], [2.58558, -2.27004, -5.25060], [1.27058, -2.07104, -3.57460], [1.78558, -3.75604, -3.71460], [3.27058, -3.72904, -2.44060], [3.30158, -1.81004, -2.02960], [5.33658, -3.23604, -3.28860], [4.98758, -1.62804, -3.00060], [2.51758, -3.03404, -6.10260], [2.11458, -1.45904, -5.56060], [-3.45242, -0.23404, -4.99460], [-4.91842, 0.18296, -4.74560], [-4.80542, 0.97596, -3.56460], [-3.28842, 1.91096, -3.52560], [-2.54342, 1.55496, -2.30360], [-3.39042, 3.28596, -3.95360], [-2.52442, 0.92396, -4.75560], [-3.24342, -0.74904, -5.96160], [-3.32942, -1.16404, -4.24160], [-5.66442, -0.55304, -4.64860], [-5.19342, 0.79996, -5.61560], [-5.07342, 0.43596, -2.62160], [-5.48042, 1.81996, -3.44360], [-1.66942, 0.65296, -4.49660], [-2.45342, 1.47696, -5.72760]]
}